(1)
ORCA calculation (ωB97M-V with the def2-TZVPD basis set) on the ion C18H21N2O5 with charge -1.

Results
Lowest unoccupied orbital energy (eV): 2.7
Structure (SMILES): CCCCCCC(=O)c1c([O-])[nH]c(=O)n(-c2ccc(OC)cc2)c1=O
Orbital gap (eV): 7.4949
F_max (eV/Å): 0.58
DFT total energy (eV): -32228.1482
ΔE to the lowest compared entry with this formula, charge and spin (kJ/mol): 14.2
HOMO energy (eV): -4.80
Charge: -1

Atoms and positions in Å:
C1 5.737763 0.196438 -0.540314
C2 -0.190760 1.186514 -0.470891
H1 -2.971045 -1.526262 -0.013655
H2 -6.201961 0.444536 1.071365
O1 -1.360761 -0.515493 -1.625317
H3 -7.294856 -0.219470 -0.144963
C3 2.221070 2.460422 0.395863
H4 -2.828636 2.047245 -1.174266
H5 7.970062 -1.275277 -1.444322
H6 2.620984 -1.140293 1.285776
C4 -6.217527 -1.714020 0.981347
H7 -4.749111 -2.958279 0.064568
C5 -6.902226 -0.358366 0.860430
C6 -3.896179 0.194120 -0.840411
H8 -3.885300 -0.593706 1.166368
O2 1.191599 -0.716465 -0.787367
H9 -4.832089 0.753718 -0.772430
C7 3.418486 0.424590 0.064217
H10 8.870621 -2.082746 -0.136469
O3 3.221180 3.044373 0.781489
H11 -3.804894 -0.201999 -1.853869
C8 3.495822 -0.765879 0.779583
N1 1.010835 3.080211 0.338091
C9 -5.092801 -1.925549 -0.034696
H12 -7.729163 -0.284831 1.565941
C10 -3.899247 -0.976051 0.142352
H13 -6.965598 -2.501753 0.844852
H14 0.989770 4.050257 0.626548
N2 2.199787 1.146671 0.012365
H15 -2.699011 1.444248 0.464003
C11 5.813544 -0.993110 0.170150
O4 6.945758 -1.765880 0.291697
C12 8.110180 -1.334091 -0.359006
C13 -0.231809 2.540235 -0.049704
C14 -1.383008 0.503709 -0.954764
H16 4.486951 1.815809 -1.152960
H17 4.753409 -2.398317 1.369841
C15 1.031712 0.444957 -0.464045
H18 -5.810410 -1.821412 1.990216
H19 8.445124 -0.359186 0.013396
C16 4.541742 0.892433 -0.598026
H20 6.595754 0.594236 -1.060764
H21 -5.496338 -1.815719 -1.043790
C17 -2.723319 1.136164 -0.581675
O5 -1.185849 3.313221 -0.001344
C18 4.679745 -1.469958 0.824609

Cartesian forces (eV/Å) of the 3 atoms listed first:
C 0.361 -0.174 -0.035
C -0.101 -0.337 -0.164
H 0.022 0.036 0.075

(2)
ORCA calculation (ωB97M-V with the def2-TZVPD basis set) on the ion CH4ClN2 with charge +1 at a distorted geometry.

Results
Lowest unoccupied orbital energy (eV): -4.3
Structure (SMILES): NC(=[NH2+])Cl
Orbital gap (eV): 12.6082
F_max (eV/Å): 3.51
DFT total energy (eV): -16597.8176
ΔE to the lowest compared entry with this formula, charge and spin (kJ/mol): 34.5
HOMO energy (eV): -16.91
Charge: +1

Atoms and positions in Å:
Cl1 -0.216815 1.332969 1.707028
N1 -0.986609 0.239635 -0.624320
N2 1.042638 -0.558853 0.209325
H1 -1.762023 0.873450 -0.476342
H2 1.227155 -1.212521 -0.550444
C1 -0.020677 0.182670 0.240832
H3 -1.013365 -0.342899 -1.457179
H4 1.729695 -0.514450 0.951101

Cartesian forces (eV/Å) of the 3 atoms listed first:
Cl 0.450 -2.035 -2.505
N -0.269 -0.131 -0.400
N 0.362 -0.394 -0.182